1.
Formula: C8H12N3
Source: the Open Molecules 2025 dataset
Level of theory: wB97M-V/def2-TZVPD

Each atom is followed by the atoms it is bonded to, with distances in Å.
Geometry (Å):
1 C -1.552 -0.424 -1.286  C2 1.296, C5 1.567, H12 1.105
2 C -0.465 -1.092 -1.517  C1 1.296, H13 1.090
3 C -0.822 0.904 0.641  C5 1.294, N11 1.474, H14 1.175
4 C 2.228 1.148 -0.982  N9 1.301, N10 1.330, H15 1.193
5 C -1.839 0.427 -0.002  C1 1.567, C3 1.294, C7 1.467
6 C 1.376 -0.589 0.144  C8 1.471, N10 1.415, N11 1.539
7 C -3.243 0.640 0.366  C5 1.467, H16 1.093, H17 1.039, H18 1.096
8 C 1.743 -1.502 1.237  C6 1.471, H19 1.083, H20 1.078, H21 1.200
9 N 1.211 1.653 -0.349  C4 1.301, N11 1.490
10 N 2.364 -0.158 -0.773  C4 1.330, C6 1.415, H22 0.981
11 N 0.634 0.674 0.615  C3 1.474, C6 1.539, N9 1.490, H23 1.071
12 H -2.292 -0.463 -2.105  C1 1.105
13 H 0.049 -1.662 -2.291  C2 1.090
14 H -1.052 1.422 1.670  C3 1.175
15 H 2.945 1.697 -1.763  C4 1.193
16 H -3.529 1.661 0.631  C7 1.093
17 H -3.468 -0.061 1.099  C7 1.039
18 H -3.793 0.462 -0.565  C7 1.096
19 H 2.030 -0.877 2.074  C8 1.083
20 H 2.601 -2.125 1.037  C8 1.078
21 H 0.767 -2.137 1.524  C8 1.200
22 H 3.184 -0.656 -0.980  N10 0.981
23 H 0.920 1.058 1.574  N11 1.071

- Orbital gap (spin up / spin down): 0.308 / 0.298 Ha
- Relative energy (zero: lowest compared OMol25 entry of this formula, charge and spin): 703.9 kJ/mol
- Charge: +1
- HOMO level (spin up / spin down): -12.22 / -12.29 eV
- Electronic energy: -12947.515 eV



2.
Formula: C8H12N3
Source: the Open Molecules 2025 dataset
Level of theory: wB97M-V/def2-TZVPD

Each atom is followed by the atoms it is bonded to, with distances in Å.
Geometry (Å):
1 C -0.557 -1.848 -0.162  C4 1.275, C5 1.540, H12 1.132
2 C 1.673 -1.674 0.405  C5 1.483, N9 1.258, H13 1.071
3 C -0.311 1.178 -1.568  N10 1.370, N11 1.443, H14 1.096
4 C -0.992 -0.708 -0.533  C1 1.275, N10 1.282
5 C 0.396 -2.119 1.016  C1 1.540, C2 1.483, H15 1.106, H16 1.136
6 C 1.347 0.687 0.290  C7 1.429, N9 1.327, N11 1.366
7 C 1.525 1.271 1.583  C6 1.429, H17 1.059, H18 1.078, H19 1.096
8 C -2.643 0.764 -1.293  N10 1.390, H20 1.211, H21 1.052, H22 1.055
9 N 1.953 -0.481 0.121  C2 1.258, C6 1.327
10 N -1.326 0.333 -1.203  C3 1.370, C4 1.282, C8 1.390
11 N 0.823 1.446 -0.718  C3 1.443, C6 1.366, H23 0.980
12 H -0.787 -2.840 -0.657  C1 1.132
13 H 2.432 -2.429 0.387  C2 1.071
14 H -0.537 1.910 -2.352  C3 1.096
15 H 0.088 -1.553 1.915  C5 1.106
16 H 0.338 -3.241 1.182  C5 1.136
17 H 2.397 0.850 2.012  C7 1.059
18 H 0.789 1.097 2.351  C7 1.078
19 H 1.736 2.346 1.584  C7 1.096
20 H -3.406 0.178 -2.029  C8 1.211
21 H -3.115 0.654 -0.359  C8 1.052
22 H -2.659 1.793 -1.525  C8 1.055
23 H 0.836 2.388 -0.447  N11 0.980

- Orbital gap: 0.267 Ha
- Relative energy (zero: lowest compared OMol25 entry of this formula, charge and spin): 580.0 kJ/mol
- Charge: +1
- HOMO level: -11.09 eV
- Electronic energy: -12948.800 eV



3.
Formula: C8H12N3
Source: the Open Molecules 2025 dataset
Level of theory: wB97M-V/def2-TZVPD

Each atom is followed by the atoms it is bonded to, with distances in Å.
Geometry (Å):
1 C 0.820 -0.389 -2.869  C2 1.403, C3 1.379, H12 1.135
2 C 0.973 0.446 -1.752  C1 1.403, C4 1.352, H13 1.116
3 C 0.196 -1.595 -2.628  C1 1.379, N9 1.315, H14 1.038
4 C 0.725 -0.076 -0.530  C2 1.352, C5 1.462, C6 1.545
5 C 0.401 -1.489 -0.337  C4 1.462, N9 1.328, N10 1.385
6 C 0.692 0.838 0.715  C4 1.545, C7 1.452, H15 1.038, H16 1.050
7 C -0.632 1.058 1.270  C6 1.452, C8 1.469, N11 1.332
8 C -0.798 1.939 2.433  C7 1.469, H17 1.034, H18 1.079, H19 1.082
9 N 0.110 -2.161 -1.445  C3 1.315, C5 1.328
10 N 0.293 -2.136 0.883  C5 1.385, H20 1.010, H23 1.099
11 N -1.642 0.377 0.732  C7 1.332, H21 1.051, H22 1.088
12 H 0.926 0.064 -3.905  C1 1.135
13 H 1.139 1.528 -1.971  C2 1.116
14 H -0.159 -2.304 -3.299  C3 1.038
15 H 1.284 0.342 1.408  C6 1.038
16 H 1.304 1.672 0.536  C6 1.050
17 H -0.288 2.816 2.230  C8 1.034
18 H -0.264 1.639 3.321  C8 1.079
19 H -1.861 2.086 2.572  C8 1.082
20 H 1.161 -2.299 1.374  N10 1.010
21 H -1.589 0.002 -0.248  N11 1.051
22 H -2.650 0.751 0.895  N11 1.088
23 H -0.140 -3.110 0.616  N10 1.099

- SMILES: CC(=[NH2+])Cc1cccnc1N
- Orbital gap: 0.286 Ha
- Relative energy (zero: lowest compared OMol25 entry of this formula, charge and spin): 122.5 kJ/mol
- Charge: +1
- HOMO level: -12.31 eV
- Electronic energy: -12953.541 eV